[1]
CH3NO2 | the ωB97M-V functional and the def2-TZVPD basis

Structure (XYZ):
```
7
Properties=species:S:1:pos:R:3:lowdin_charge:R:1
N -0.71461 0.15742 -0.11736 0.076
C 0.76267 0.13992 0.00349 -0.630
O 1.49626 1.06801 -0.19745 0.112
O 0.90963 -0.99573 0.63759 0.055
H -1.12718 -0.31458 -0.91226 0.097
H -1.11494 1.08343 -0.00604 0.103
H -0.21184 -1.13846 0.59204 0.187
```

Output
- Total energy: -245.11831 Eh
- HOMO energy: -10.622 eV
- SMILES: NC(=O)O
- Relative energy (zero: lowest compared OMol25 entry of this formula, charge and spin): 38.2 kcal per mole
- Orbital gap: 11.152 eV
- M: 61.040 g mol⁻¹


[2]
C40H35ClIrN5OP | the ωB97M-V functional and the def2-TZVPD basis

Structure (XYZ):
```
84
Properties=species:S:1:pos:R:3:lowdin_spin:R:1
Ir 0.68470 0.85295 1.29060 0.861
C -0.99539 -2.51863 3.78959 0.001
C -0.38862 -2.42724 5.04507 0.001
C 0.39497 -1.33790 5.30766 0.002
C 0.63325 -0.36135 4.30871 0.002
N 0.11115 -0.51795 3.06146 0.012
C -0.71866 -1.55146 2.85778 0.003
N 1.37430 0.67840 4.69371 0.005
C 1.87892 1.66555 4.04862 0.001
N 1.90761 1.82319 2.67634 0.000
C 2.71789 2.89871 2.38668 -0.001
N 3.08470 3.26567 1.20552 0.002
C 3.04788 2.59083 0.06161 0.004
C 3.65259 3.22605 -1.05326 0.001
C 3.83417 2.55633 -2.23018 0.001
C 3.39855 1.22966 -2.31269 0.002
C 2.74399 0.69054 -1.23464 0.002
N 2.52076 1.33160 -0.07678 0.025
C 3.16846 3.50779 3.61833 0.000
C 3.98719 4.59417 3.89163 0.000
C 4.22947 4.89854 5.22062 0.001
C 3.68908 4.13082 6.25511 0.000
C 2.88312 3.03662 5.99091 0.000
C 2.63153 2.73660 4.66230 0.000
H -1.66511 -3.32952 3.54922 0.000
H -0.54537 -3.19520 5.78897 0.000
H 0.86267 -1.17787 6.26603 0.000
H -1.18539 -1.61358 1.88385 0.000
H 3.99082 4.23993 -0.90907 0.000
H 4.31361 3.02956 -3.07496 0.000
H 3.55501 0.63440 -3.19873 0.000
H 2.37111 -0.32183 -1.31716 0.000
H 4.41876 5.16949 3.08515 0.000
H 4.85264 5.74687 5.46709 0.000
H 3.91338 4.39736 7.27803 0.000
H 2.46702 2.42614 6.77884 0.000
Cl -1.86234 0.93158 1.09757 0.033
C -3.07316 -0.04994 0.28894 0.020
C -4.33711 0.08862 0.84701 0.003
C -5.41579 -0.61435 0.34316 0.001
C -5.24367 -1.46566 -0.72778 0.000
C -3.99955 -1.60135 -1.30866 0.000
C -2.88830 -0.89565 -0.83485 0.001
P -1.32170 -1.14442 -1.70750 0.001
C -0.40414 -2.40044 -0.77827 0.001
C -1.17889 -3.55246 -0.59035 0.000
C -0.63784 -4.67126 0.01267 0.000
C 0.68556 -4.66090 0.43681 0.000
C 1.45523 -3.52500 0.25479 0.000
C 0.92476 -2.39943 -0.36253 0.001
C -1.49612 -1.88649 -3.34375 0.000
C -0.43097 -2.68831 -3.76189 0.000
C -0.45437 -3.27501 -5.01429 0.000
C -1.53568 -3.07127 -5.85976 0.000
C -2.59833 -2.28326 -5.44210 0.000
C -2.58540 -1.68849 -4.19167 0.000
H -4.46951 0.75855 1.68439 0.000
H -6.38923 -0.49161 0.79526 0.000
H -6.08541 -2.01680 -1.12045 0.000
H -3.88133 -2.26260 -2.15615 0.000
H -2.20981 -3.57480 -0.92131 0.000
H -1.24640 -5.55529 0.13912 0.000
H 1.11595 -5.54629 0.88298 0.000
H 2.48749 -3.51802 0.57502 0.000
H 1.58069 -1.55795 -0.53178 0.000
H 0.41327 -2.86026 -3.10755 0.000
H 0.37383 -3.89518 -5.32376 0.000
H -1.54836 -3.52779 -6.83860 0.000
H -3.44581 -2.12628 -6.09277 0.000
H -3.42046 -1.06723 -3.89756 0.000
C -0.55927 1.28687 -4.01064 0.000
C -0.95204 1.46573 -2.55333 0.000
C -2.45467 1.67863 -2.46375 0.000
C -0.20722 2.62348 -1.91301 0.002
O -0.53554 0.22428 -1.77353 0.007
H -0.73360 2.22697 -4.53210 0.000
H -1.15668 0.50918 -4.48304 0.000
H 0.49097 1.03750 -4.11346 0.000
H -2.78367 1.91160 -1.45407 0.000
H -3.00158 0.80833 -2.82457 0.000
H -2.71556 2.52090 -3.10068 0.000
H -0.54136 3.55340 -2.37073 0.000
H 0.86497 2.54868 -2.06898 0.000
H -0.41256 2.69424 -0.84447 0.001
```

Output
- Multiplicity: 2
- Total energy: -2799.64794 Eh
- HOMO energy (alpha / beta): -12.763 / -12.760 eV
- Charge: +2
- Orbital gap (alpha / beta): 6.651 / 6.293 eV
- M: 860.398 g mol⁻¹
- ⟨S²⟩: 0.76


[3]
Cl2H3N2P | the ωB97M-V functional and the def2-TZVPD basis

Structure (XYZ):
```
8
Properties=species:S:1:pos:R:3:lowdin_charge:R:1
N -1.81131 0.23744 -1.82781 -0.348
N 0.59330 -0.14431 1.20926 -0.039
P -1.60779 -0.11924 -0.31462 -0.073
Cl -2.56306 1.24109 0.71127 0.304
Cl -2.58527 -1.84812 0.16924 0.215
H -1.47529 -0.60251 -2.50378 0.059
H 0.83218 0.85896 0.96266 -0.026
H -0.26789 -0.21319 1.80642 -0.092
```

Output
- Total energy: -1372.96539 Eh
- HOMO energy: -9.421 eV
- Relative energy (zero: lowest compared OMol25 entry of this formula, charge and spin): 91.8 kcal per mole
- Orbital gap: 7.303 eV
- M: 132.918 g mol⁻¹


[4]
C5H10NO2 | the ωB97M-V functional and the def2-TZVPD basis

Structure (XYZ):
```
18
Properties=species:S:1:pos:R:3:lowdin_spin:R:1
C -1.24637 -1.08140 1.72842 0.001
C -1.00001 -0.50114 3.17106 0.002
C -0.96147 -0.00161 0.69708 0.021
N 0.43230 0.46024 0.68842 0.216
C 0.76887 1.12201 -0.52003 0.145
C 0.77416 0.16770 -1.85935 0.096
O -0.25461 0.29365 -2.54474 0.331
O 1.81938 -0.42499 -2.08415 0.155
H -2.34073 -1.18509 1.66591 0.000
H -0.81952 -2.06368 1.57080 0.000
H -0.01482 -0.83655 3.46554 0.000
H -1.00929 0.58815 3.16127 0.000
H -1.81736 -0.69271 3.88394 0.000
H -1.62280 0.86408 0.81143 0.002
H -1.28309 -0.47447 -0.26246 0.010
H 1.09377 -0.30485 0.80154 0.007
H 1.66342 1.73364 -0.34005 0.012
H 0.08358 1.95619 -0.70905 0.002
```

Output
- Multiplicity: 2
- Total energy: -401.66291 Eh
- HOMO energy (alpha / beta): -9.965 / -9.891 eV
- Relative energy (zero: lowest compared OMol25 entry of this formula, charge and spin): 20.4 kcal per mole
- Orbital gap (alpha / beta): 10.763 / 6.808 eV
- M: 116.140 g mol⁻¹
- ⟨S²⟩: 0.76


[5]
C23H30N4O3PPdTe | the ωB97M-V functional and the def2-TZVPD basis

Structure (XYZ):
```
63
Properties=species:S:1:pos:R:3:lowdin_charge:R:1
Pd -0.24696 0.29883 0.17819 0.600
C -2.82889 2.00684 0.74447 -0.169
C -2.21710 2.50042 2.05895 -0.098
C -0.74917 2.87606 2.10914 -0.248
C -0.37266 3.97181 2.88163 -0.011
C 0.96516 4.30003 3.00692 -0.039
C 1.90889 3.52603 2.34992 -0.038
C 1.46432 2.46565 1.58616 -0.135
N 0.17093 2.14691 1.47047 0.031
N -2.58202 0.59257 0.44836 -0.235
C -3.13129 0.20587 -0.84752 -0.145
C -2.58785 -1.13039 -1.32128 -0.271
C -3.24363 -1.84166 -2.31706 -0.008
C -2.73114 -3.06654 -2.70810 -0.040
C -1.59090 -3.55189 -2.08152 -0.045
C -0.99543 -2.77395 -1.10626 -0.115
N -1.48147 -1.58756 -0.73766 0.067
C -3.00103 -0.31935 1.51083 -0.116
C -1.86771 -0.73960 2.41891 -0.239
C -2.11914 -1.28175 3.67058 -0.003
C -1.05997 -1.71606 4.44897 -0.031
C 0.23274 -1.59634 3.96009 -0.029
C 0.41501 -1.03835 2.71045 -0.085
N -0.61469 -0.62194 1.96629 -0.006
H -3.91180 2.19264 0.78767 0.130
H -2.43057 2.58861 -0.08882 0.121
H -2.77831 3.38935 2.34854 0.120
H -2.40715 1.77588 2.85722 0.117
H -1.13272 4.55922 3.37884 0.119
H 1.26600 5.14934 3.60624 0.117
H 2.96597 3.73996 2.41735 0.113
H 2.15281 1.83168 1.04038 0.084
H -4.22918 0.15569 -0.82153 0.138
H -2.85892 0.97354 -1.57578 0.115
H -4.14091 -1.43984 -2.77005 0.122
H -3.22028 -3.64058 -3.48398 0.116
H -1.16994 -4.51303 -2.34192 0.113
H -0.09266 -3.09578 -0.60425 0.119
H -3.81369 0.10814 2.10766 0.138
H -3.40092 -1.22990 1.05962 0.137
H -3.13932 -1.36118 4.02378 0.126
H -1.24064 -2.14337 5.42645 0.120
H 1.08777 -1.92493 4.53311 0.117
H 1.39384 -0.91531 2.26250 0.105
C 5.48535 1.11245 -2.47866 -0.066
C 4.42016 0.75048 -1.47666 -0.271
O 3.46609 -0.13011 -2.12295 -0.263
P 2.01617 -0.28897 -1.51570 0.087
O 2.01053 -0.49818 -0.03388 -0.388
Te 0.53888 1.53823 -2.01813 0.634
O 1.49739 -1.58645 -2.25039 -0.301
C 1.45837 -1.68798 -3.69572 -0.276
C 2.40839 -2.76806 -4.15193 -0.061
H 6.18970 1.81456 -2.03163 0.084
H 5.04198 1.58118 -3.35677 0.083
H 6.03538 0.22621 -2.79401 0.083
H 3.89380 1.64264 -1.11938 0.098
H 4.82935 0.21829 -0.61761 0.122
H 1.70908 -0.72122 -4.13625 0.096
H 0.42341 -1.91622 -3.95159 0.114
H 3.42361 -2.54166 -3.82792 0.079
H 2.39862 -2.83432 -5.24048 0.085
H 2.11837 -3.73668 -3.74434 0.080
```

Output
- Total energy: -2076.35543 Eh
- HOMO energy: -10.146 eV
- Charge: +1
- Relative energy (zero: lowest compared OMol25 entry of this formula, charge and spin): 20.7 kcal per mole
- Orbital gap: 6.899 eV
- M: 675.512 g mol⁻¹


[6]
C3H4NPS | the ωB97M-V functional and the def2-TZVPD basis

Structure (XYZ):
```
10
Properties=species:S:1:pos:R:3:lowdin_charge:R:1
P 1.39284 1.23573 1.99024 0.771
C 0.54613 0.27073 0.24125 -0.781
N 0.27231 0.81409 -0.87779 -0.046
C -0.46284 -0.02269 -1.65236 -0.268
C -0.76815 -1.22247 -1.09072 -0.420
S -0.08693 -1.32968 0.48518 0.923
H 1.05610 0.12647 2.76839 -0.176
H 0.17527 1.86531 2.25261 -0.159
H -0.77251 0.29265 -2.63297 0.101
H -1.35220 -2.03013 -1.48383 0.054
```

Output
- Total energy: -910.95787 Eh
- HOMO energy: -9.230 eV
- SMILES: Pc1nccs1
- Relative energy (zero: lowest compared OMol25 entry of this formula, charge and spin): 19.3 kcal per mole
- Orbital gap: 9.929 eV
- M: 117.113 g mol⁻¹


[7]
C8H16N2S | the ωB97M-V functional and the def2-TZVPD basis

Structure (XYZ):
```
27
Properties=species:S:1:pos:R:3:lowdin_charge:R:1
C -2.87467 1.26741 -0.52637 -0.011
C -2.06772 0.36064 -0.03077 -0.228
C 2.41096 0.20553 1.17426 -0.231
C 0.94911 0.59306 0.97515 -0.190
C 2.76925 -0.90897 0.16427 -0.423
C 0.68645 0.43095 -0.53428 -0.714
C 0.46291 1.77898 -1.12847 -0.142
C -1.04554 -0.54376 -0.63525 -0.252
N -1.92816 -2.29634 0.60912 -0.037
N -0.70162 -1.70063 0.15766 -0.142
S 1.81892 -0.59018 -1.39105 0.915
H -3.40567 1.73610 0.20318 0.025
H -2.91207 1.35513 -1.63794 0.092
H -2.18638 0.37124 1.08881 0.121
H 3.14345 0.92692 0.85746 0.102
H 2.69698 -0.06405 2.12274 0.078
H 0.37623 -0.15547 1.49774 0.086
H 0.67532 1.71451 1.27152 0.161
H 3.72738 -1.14202 -0.14903 0.026
H 2.45098 -1.91775 0.66861 0.106
H -0.60172 2.22540 -0.75535 0.122
H 0.66400 1.63140 -2.20970 0.067
H 1.35796 2.31687 -0.81762 0.074
H -1.22622 -0.90164 -1.75519 0.159
H -2.40012 -1.78539 1.32842 0.045
H -2.61071 -2.49416 -0.19628 0.105
H -0.22930 -2.41379 -0.35164 0.086
```

Output
- Total energy: -821.95271 Eh
- HOMO energy: -7.791 eV
- Relative energy (zero: lowest compared OMol25 entry of this formula, charge and spin): 85.6 kcal per mole
- Orbital gap: 8.641 eV
- M: 172.297 g mol⁻¹


[8]
C7H13Cl3N | the ωB97M-V functional and the def2-TZVPD basis

Structure (XYZ):
```
24
Properties=species:S:1:pos:R:3:lowdin_charge:R:1
C 1.84369 0.67613 -1.28886 0.052
N 1.63808 0.29080 0.13019 -0.140
C 2.59197 0.91292 1.03265 0.003
C 0.69657 -0.48599 0.58233 -0.073
C -0.19468 -1.43480 -0.09378 -0.186
C -1.63652 -1.27449 0.38218 -0.693
Cl -2.39331 -2.90724 0.21245 0.666
C -2.49866 -0.23015 -0.35711 -0.347
C -1.91077 1.11370 -0.40113 -1.008
Cl -1.26123 1.50893 1.28080 0.645
Cl -3.18722 2.26347 -0.77985 0.675
H 2.84428 0.40219 -1.50758 0.102
H 1.29217 -0.05557 -1.90467 0.115
H 1.64945 1.66807 -1.35846 0.078
H 2.34738 0.59464 2.07758 0.124
H 3.55093 0.50247 0.86713 0.094
H 2.73802 1.99561 0.92432 0.122
H 0.76446 -0.55662 1.64745 0.132
H -0.07024 -1.60152 -1.10850 0.098
H 0.08969 -2.52985 0.18218 0.161
H -1.65361 -1.14526 1.46649 0.088
H -2.86682 -0.62112 -1.33445 0.142
H -3.34234 -0.23537 0.32740 0.110
H -1.03128 1.14904 -0.97877 0.040
```

Output
- Total energy: -1709.56618 Eh
- HOMO energy: -14.226 eV
- Charge: +1
- SMILES: C[N+](C)=CC[C@H](Cl)CC(Cl)Cl
- Orbital gap: 9.906 eV
- M: 217.547 g mol⁻¹